(1)
{
  "formula": "C15H39BNO3Rb3",
  "method": "the ωB97M-V functional and the def2-TZVPD basis",
  "e_above_lowest_ev": 0.0000,
  "orbital_gap_ev": 4.9,
  "spin_multiplicity": 1,
  "energy_ha": -971.83140,
  "total_charge": 2,
  "elements": ["Rb", "Rb", "Rb", "B", "H", "H", "H", "H", "C", "C", "C", "C", "C", "C", "N", "O", "C", "C", "C", "H", "H", "H", "H", "H", "H", "H", "H", "H", "H", "H", "H", "H", "H", "H", "H", "H", "H", "H", "C", "C", "C", "O", "H", "H", "H", "H", "H", "H", "H", "H", "C", "C", "C", "O", "H", "H", "H", "H", "H", "H", "H", "H"],
  "coordinates": [[-6.8674, -1.0281, -2.5594], [-1.2236, 1.7009, -5.7649], [-4.8458, 5.3557, -2.1031], [-3.3255, 1.6939, -2.6637], [-3.8554, 1.7393, -1.7248], [-3.2433, 0.6748, -3.0084], [-3.8991, 2.1867, -3.4333], [-2.3545, 2.1401, -2.5139], [6.8482, 2.5453, -0.2328], [5.8780, 1.5513, 0.5105], [5.1857, 2.4074, 1.6255], [3.9403, 1.7698, 2.1232], [2.9949, 1.3904, 0.9233], [3.6679, 0.4222, -0.1288], [4.9532, 0.9711, -0.5157], [5.5955, 0.2580, -1.5135], [3.7515, -1.0636, 0.2660], [2.6882, 0.5354, -1.3115], [6.7121, 0.4383, 1.1940], [7.3142, 3.3752, 0.2984], [6.1320, 3.0101, -0.9104], [7.5169, 2.0642, -0.9466], [5.8351, 2.4604, 2.4993], [5.0217, 3.4312, 1.2893], [3.3953, 2.4969, 2.7252], [4.0398, 0.9272, 2.8074], [2.6743, 2.3168, 0.4467], [2.0569, 0.8951, 1.1739], [4.5649, -1.3718, 0.9229], [2.8952, -1.5176, 0.7647], [3.9977, -1.6442, -0.6230], [2.9480, -0.0254, -2.2093], [1.6980, 0.1372, -1.0903], [2.4800, 1.5762, -1.5598], [6.4134, 0.2672, 2.2283], [7.7626, 0.7092, 1.0877], [6.7044, -0.5479, 0.7299], [5.3708, 0.7756, -2.2901], [-6.5697, 2.4144, 2.2550], [-7.3026, 1.0991, 2.5312], [-6.3745, -0.0356, 2.9880], [-8.3432, 1.2241, 3.5847], [-5.8320, 2.0996, 1.5169], [-6.0304, 2.7644, 3.1352], [-7.1385, 3.2294, 1.8076], [-7.8654, 0.7507, 1.6652], [-6.7883, -0.5812, 3.8360], [-5.3466, 0.1594, 3.2938], [-6.2219, -0.7258, 2.1583], [-9.0963, 1.6045, 3.1267], [-2.6193, -4.2366, -2.6426], [-2.5936, -5.2557, -1.4497], [-1.3272, -5.2282, -0.6343], [-3.7945, -5.1999, -0.6758], [-1.6030, -4.1649, -3.0301], [-3.1140, -3.3326, -2.2875], [-3.1937, -4.6389, -3.4771], [-2.6799, -6.2688, -1.8424], [-1.2930, -6.0487, 0.0824], [-1.2820, -4.3295, -0.0192], [-0.4278, -5.3033, -1.2454], [-4.5851, -5.0207, -1.1899]]
}

***

(2)
{
  "formula": "C19H48N6O11Zn2",
  "method": "the ωB97M-V functional and the def2-TZVPD basis",
  "orbital_gap_ev": [6.2, 4.1],
  "spin_multiplicity": 2,
  "energy_ha": -5466.99864,
  "s2": 0.7591,
  "total_charge": 1,
  "elements": ["Zn", "Zn", "C", "O", "O", "O", "C", "O", "O", "O", "C", "O", "N", "N", "H", "H", "H", "H", "C", "C", "C", "O", "C", "N", "H", "H", "H", "H", "H", "H", "H", "H", "H", "H", "H", "C", "C", "C", "O", "C", "N", "H", "H", "H", "H", "H", "H", "H", "H", "H", "H", "H", "C", "C", "C", "O", "C", "N", "H", "H", "H", "H", "H", "H", "H", "H", "H", "H", "H", "C", "C", "C", "O", "C", "N", "H", "H", "H", "H", "H", "H", "H", "H", "H", "H", "H"],
  "coordinates": [[-0.7923, -3.3890, 1.9347], [1.5670, -1.4160, 1.4500], [1.6831, -3.7604, 2.5092], [0.6954, -3.8874, 3.1741], [2.4430, -2.8089, 2.6709], [1.2212, -3.4862, 1.3810], [-0.8735, -1.0517, 0.7207], [0.1953, -0.6606, 0.2326], [-1.3232, -2.1952, 0.4296], [-0.5932, -1.2847, 1.8759], [-0.7127, -2.2457, -3.3090], [-0.7787, -2.5097, -4.4723], [-0.2394, -1.1575, -2.7220], [-1.1551, -3.0475, -2.4768], [-0.1945, -0.4132, -3.4033], [-0.3400, -0.9642, -1.7358], [-1.2206, -2.7305, -1.5200], [-1.4592, -3.9489, -2.8161], [1.5940, 1.6226, -2.0447], [1.4337, 2.6431, -3.1707], [2.8123, 3.2282, -3.4852], [2.7078, 4.2955, -4.4373], [3.8809, 5.0512, -4.7330], [0.9332, 1.9210, -4.3027], [1.6750, 2.1190, -1.0777], [2.5389, 1.0878, -1.9479], [0.7958, 0.8805, -2.0622], [0.7226, 3.3632, -2.7660], [3.4832, 2.5163, -3.9660], [3.3795, 3.5582, -2.6149], [4.6814, 4.3355, -4.9205], [4.0801, 5.4646, -3.7443], [3.6988, 5.7825, -5.5204], [1.6599, 1.8336, -4.9987], [0.4694, 2.6012, -4.8876], [-4.3303, -3.9192, 4.4232], [-3.4811, -4.1416, 3.1702], [-4.3414, -4.2072, 1.9203], [-5.3197, -5.1983, 1.9900], [-6.1387, -5.3301, 0.8077], [-2.3714, -3.1373, 3.2963], [-3.7849, -4.2363, 5.3121], [-5.2255, -4.5404, 4.4520], [-4.6704, -2.8906, 4.5428], [-3.0892, -5.1442, 3.3411], [-3.7049, -4.2513, 1.0365], [-4.8437, -3.2401, 1.9398], [-7.0074, -4.6738, 0.8604], [-6.3887, -6.3898, 0.8584], [-5.6445, -5.1844, -0.1529], [-2.6742, -2.2097, 3.5569], [-1.8809, -3.2819, 4.1672], [4.4209, 1.7086, 2.0403], [3.4490, 0.7234, 1.3537], [4.1182, -0.3902, 0.4750], [3.0313, -1.2688, 0.1190], [3.1734, -2.1619, -1.0101], [2.6846, 0.0643, 2.4144], [5.1697, 1.1429, 2.5947], [3.9780, 2.4027, 2.7545], [4.9515, 2.2667, 1.2688], [2.8410, 1.2791, 0.6398], [4.8993, -0.8942, 1.0443], [4.6307, 0.0332, -0.3888], [3.7823, -3.0378, -0.7861], [3.6092, -1.6983, -1.8951], [2.2088, -2.5991, -1.2680], [3.4044, -0.1201, 3.0985], [2.3432, 0.8797, 2.9030], [-1.7507, 5.5251, 0.2034], [-1.2469, 4.3523, 1.1677], [-1.3318, 2.9888, 0.4545], [-2.6465, 2.7541, -0.1250], [-2.7527, 1.4146, -0.7116], [0.1455, 4.7925, 1.5833], [-1.0892, 5.5680, -0.6619], [-1.8477, 6.4394, 0.7889], [-2.7470, 5.2180, -0.1147], [-1.8946, 4.3608, 2.0443], [-1.0986, 2.2773, 1.2466], [-0.4755, 2.8294, -0.2009], [-3.6442, 1.1623, -1.2857], [-2.8188, 0.6739, 0.0853], [-1.9377, 1.1791, -1.3960], [0.5456, 5.0979, 0.7077], [0.1231, 5.6658, 2.0903]]
}

***

(3)
{
  "formula": "C28H33HfN2O",
  "method": "the ωB97M-V functional and the def2-TZVPD basis",
  "e_above_lowest_ev": 4.4736,
  "orbital_gap_ev": 6.5,
  "spin_multiplicity": 1,
  "energy_ha": -1319.15689,
  "total_charge": 1,
  "elements": ["C", "C", "C", "H", "C", "C", "H", "C", "C", "C", "H", "C", "C", "H", "H", "H", "H", "H", "H", "Hf", "C", "C", "C", "H", "H", "H", "H", "H", "H", "C", "C", "H", "H", "O", "N", "C", "H", "C", "C", "H", "C", "H", "C", "H", "C", "H", "C", "H", "H", "H", "C", "C", "C", "C", "C", "C", "N", "H", "H", "H", "H", "H", "H", "H", "H"],
  "coordinates": [[2.8001, -0.3884, 2.6052], [2.7006, -1.0560, 1.3389], [2.3228, -0.0974, 0.3684], [3.0272, -2.0755, 1.1428], [2.1151, 1.1452, 1.0042], [2.3742, 0.9873, 2.4065], [1.9546, 2.1017, 0.4985], [-1.1444, -2.1802, 2.5549], [0.1157, -2.6282, 2.0014], [0.0036, -2.4980, 0.5605], [0.7926, -3.3190, 2.5185], [-1.2468, -1.9376, 0.2208], [-1.9489, -1.7544, 1.4550], [2.3082, -0.2547, -0.7121], [2.5507, 1.8023, 3.1142], [3.2465, -0.7927, 3.5057], [-3.0135, -1.5414, 1.5317], [0.7938, -2.7892, -0.1387], [-1.4563, -2.2905, 3.6076], [0.5879, -0.5361, 2.9038], [-1.8736, -1.9160, -1.2020], [-3.2171, -2.6641, -1.1312], [-1.0173, -2.6451, -2.2309], [-3.0918, -3.6950, -0.8021], [-3.6863, -2.7260, -2.1179], [-3.9440, -2.2008, -0.4608], [-0.8507, -3.6884, -1.9448], [-0.0540, -2.1509, -2.3892], [-1.5605, -2.6589, -3.1850], [-2.2499, -0.5005, -1.8289], [-1.3278, 0.6157, -2.4137], [-2.7485, 0.0833, -1.0314], [-2.9212, -0.6930, -2.6908], [-0.8481, 1.3345, -1.5104], [-0.9730, 1.0210, -3.7153], [0.0724, 2.1403, -3.6105], [-1.7357, 1.1490, -4.4000], [1.4475, 1.5486, -3.5954], [2.5436, 2.1775, -2.9862], [2.3990, 3.0893, -2.4056], [3.8212, 1.6433, -3.1343], [4.6910, 2.1780, -2.7564], [4.0096, 0.4359, -3.8166], [5.0170, 0.0474, -3.9971], [2.8918, -0.2750, -4.2688], [3.0048, -1.2234, -4.7882], [1.6109, 0.2539, -4.1026], [0.7266, -0.3035, -4.4257], [-0.1061, 2.5371, -2.6271], [-0.0642, 2.9990, -4.3038], [-2.0215, 2.3525, 1.0911], [-1.7606, 2.0428, 2.4950], [-2.3620, 2.5639, 3.6391], [-1.7154, 1.9890, 4.7670], [-0.7407, 1.1331, 4.2772], [0.2934, 0.2817, 4.9564], [-0.7831, 1.1234, 2.8847], [-2.4831, 3.3461, 1.0145], [-2.7196, 1.6323, 0.6498], [-1.1057, 2.3438, 0.4991], [-3.1702, 3.2766, 3.6611], [-1.9175, 2.1489, 5.8142], [0.0199, 0.1031, 5.9914], [0.3228, -0.9012, 4.6644], [1.2941, 0.7537, 4.9799]]
}

***

(4)
{
  "formula": "C3H7N5",
  "method": "the ωB97M-V functional and the def2-TZVPD basis",
  "e_above_lowest_ev": 6.8360,
  "orbital_gap_ev": [7.5, 7.5],
  "spin_multiplicity": 1,
  "energy_ha": -392.04783,
  "elements": ["N", "N", "C", "C", "C", "N", "N", "N", "H", "H", "H", "H", "H", "H", "H"],
  "coordinates": [[1.4946, -0.6813, -0.9893], [2.1079, -0.3405, 0.2960], [-0.9585, -0.9589, -0.0857], [1.1389, 0.5840, -0.1378], [-0.4945, 0.1450, 0.4492], [-1.9448, -1.4594, -0.7859], [-0.7813, 0.8994, 1.5161], [1.3082, 1.8697, -0.2821], [1.8897, -0.4745, -1.9019], [1.9654, -0.8408, 1.1670], [-2.7190, -0.8991, -1.1286], [-1.9749, -2.4519, -0.9759], [-1.4294, 0.5585, 2.2097], [-0.2455, 1.7604, 1.5774], [0.6431, 2.2895, -0.9284]]
}

***

(5)
{
  "formula": "C2F6InO6S2",
  "method": "the ωB97M-V functional and the def2-TZVPD basis",
  "e_above_lowest_ev": 6.4678,
  "orbital_gap_ev": 2.7,
  "spin_multiplicity": 1,
  "energy_ha": -2112.76103,
  "total_charge": 1,
  "elements": ["In", "C", "F", "F", "F", "S", "O", "O", "O", "C", "F", "F", "F", "S", "O", "O", "O"],
  "coordinates": [[-24.1666, 21.0751, -18.6876], [-21.7999, 25.1718, -15.9840], [-20.9329, 24.1983, -15.5852], [-22.7888, 25.1973, -15.0907], [-21.2106, 26.3227, -16.2856], [-22.5104, 24.4544, -17.6420], [-21.3720, 23.8468, -18.3192], [-23.4791, 23.3721, -17.3512], [-23.1528, 25.5840, -18.3728], [-24.2078, 16.1330, -18.1599], [-24.1450, 15.0964, -19.0230], [-25.4860, 16.5759, -18.2609], [-23.9016, 15.7869, -16.9543], [-22.9797, 17.6110, -18.6611], [-22.9017, 18.6314, -17.6562], [-21.7555, 16.9046, -18.9914], [-23.6376, 18.3277, -19.7420]]
}